# 1
Computed, not measured: C8H24CuN2O7S as an isolated structure at a distorted geometry, with ωB97M-V/def2-TZVPD.

## Properties
E_LUMO   2.18 eV
Maximum force   4.6 eV Å⁻¹
DFT total energy   -81472.614 eV
HOMO-LUMO gap   0.1809 Ha

The geometry in ORCA input format:
```
! wB97M-V def2-TZVPD RIJCOSX def2/J DEFGRID3
* xyz -1 1
Cu 0.8197 -0.1251 0.6046
S 0.2447 -2.1589 3.0553
O -0.9520 -1.3754 2.7125
O 3.0357 0.4776 0.4139
O 0.1202 -3.5351 2.5115
O 0.4859 1.5928 -1.0640
O 1.4285 -1.4705 2.4486
O 0.4608 -2.5077 4.4736
O 0.5512 -2.1003 -0.8513
N 0.1199 1.9356 1.7841
N -1.6237 -0.9442 0.1867
C -1.9981 -1.2376 -2.1139
C -0.5682 2.6697 0.7237
C -1.1957 3.9303 1.3556
C -0.6099 -2.9045 -0.7485
C -1.8329 -2.0067 -0.8006
C 1.0272 1.6174 -2.3300
C 1.6640 -2.9114 -1.1975
C 0.2993 2.8849 -0.5210
H -0.3511 3.4269 -1.2147
H 1.6041 -3.2946 -2.2229
H -1.3981 -1.2633 1.1362
H -2.0079 -1.7537 -3.0749
H -1.3393 1.9659 0.4025
H -0.6204 -3.4366 0.2081
H 1.3732 0.6538 -2.7069
H 2.5610 -2.2965 -1.1422
H -2.3779 -0.2859 0.3326
H -1.6812 3.5049 2.2347
H 3.4705 1.2822 0.1182
H -2.9202 -0.6551 -2.0434
H -2.7269 -2.5215 -0.4382
H -0.4666 4.6312 1.7639
H 0.2820 1.9194 -3.0776
H 0.8799 2.4896 2.1580
H 3.7523 -0.1006 0.6947
H -0.5093 1.6411 2.5184
H 1.8769 2.2937 -2.4764
H -1.1931 -0.5014 -2.0975
H 1.1765 3.4812 -0.2543
H -1.9439 4.3925 0.7106
H -0.6501 -3.5973 -1.5949
H 1.7334 -3.8070 -0.5774
*
```

---

# 2
Computed, not measured: C8H24F2FeO4S4 as an isolated structure at a distorted geometry, with ωB97M-V/def2-TZVPD.

## Properties
E_LUMO (alpha / beta)   0.35 / 0.34 eV
Maximum force   3.2 eV Å⁻¹
DFT total energy   -100036.044 eV
HOMO-LUMO gap (alpha / beta)   0.2816 / 0.2258 Ha
ΔE to the lowest compared entry with this formula, charge and spin   1.2458 eV

The geometry in ORCA input format:
```
! wB97M-V def2-TZVPD RIJCOSX def2/J DEFGRID3
* xyz 0 5
Fe -0.4467 -0.6207 0.4744
S -1.5437 2.6732 0.0856
S 1.8314 -0.2787 -2.1523
S -2.9525 -1.4765 -1.8770
S 2.2639 0.9796 2.0875
F -1.5238 -0.3188 2.2410
F 0.1424 -2.5529 0.5823
O 1.3489 0.2112 1.1165
O -0.6813 1.4359 -0.0295
O 0.5228 -0.5192 -1.4357
O -2.0617 -1.0307 -0.7509
C -1.9178 -1.7304 -3.4327
C 3.1041 -1.2245 -1.3521
C 3.8345 0.0137 2.2901
C -3.3642 -3.2281 -1.7441
C 1.4440 0.6763 3.6839
C -3.2237 2.1815 -0.3532
C -1.6593 2.8817 1.9392
C 2.4430 1.3872 -1.7103
H -3.9820 2.8374 0.0756
H -3.9926 -3.4232 -0.8736
H 4.0738 -0.9078 -1.7365
H 4.4669 0.3425 3.1151
H 3.2169 1.8154 -2.3475
H 2.7821 1.3686 -0.6754
H -3.3813 2.2514 -1.4291
H 1.9746 1.1321 4.5219
H 2.9874 -1.1384 -0.2723
H 3.4942 -0.9712 2.6158
H 2.9755 -2.2763 -1.6072
H 1.3447 -0.3915 3.8819
H -3.3389 1.1579 0.0040
H -1.9845 3.8741 2.2509
H -1.5344 -0.7593 -3.7412
H -1.1399 -2.4539 -3.1900
H 4.4456 -0.1444 1.4032
H -2.2959 2.1203 2.3909
H -4.0317 -3.6312 -2.5072
H -0.6617 2.6816 2.3283
H -2.5045 -2.1672 -4.2409
H 1.6034 2.0769 -1.7970
H -2.5056 -3.8948 -1.6641
H 0.4275 1.0414 3.8317
*
```

---

# 3
Computed, not measured: a 2-piece molecular cluster, C8H24N4P overall at a distorted geometry, with ωB97M-V/def2-TZVPD.

## Properties
E_LUMO   -2.40 eV
Maximum force   3.7 eV Å⁻¹
DFT total energy   -23924.848 eV
HOMO-LUMO gap   0.3415 Ha
ΔE to the lowest compared entry with this formula, charge and spin   2.1320 eV

The geometry in ORCA input format:
```
! wB97M-V def2-TZVPD RIJCOSX def2/J DEFGRID3
* xyz 1 1
P 0.8042 0.2206 -0.1530
N -3.7231 -0.5387 -0.6922
N 0.0802 -0.9069 0.8940
N 2.0248 -0.5765 -0.9395
N 1.0998 1.7693 0.2319
C -1.2309 -0.4812 1.4828
C 3.5230 -0.2625 -0.7118
C 0.8670 -1.8570 1.6368
C -4.0806 -1.5137 -1.4315
C 1.6003 -1.5793 -1.9742
C 0.9637 2.8095 -0.7725
C -4.4534 0.3091 0.1649
C 1.6474 2.1190 1.4662
H 0.9027 -1.8096 2.7770
H 4.0696 -1.1480 -0.6525
H 0.5004 -2.9266 1.5071
H 1.5686 1.1618 2.0002
H -3.1984 -1.8497 -2.1209
H -4.3665 -0.1645 1.1091
H -1.8750 -1.3739 1.4650
H 0.9162 -1.0326 -2.6645
H 3.8456 0.2728 0.1822
H -0.2771 0.3194 -1.1700
H -5.5641 0.4139 -0.0008
H 1.0449 2.9142 1.8214
H -4.0211 1.3505 0.3611
H -1.6049 0.2994 0.6575
H -5.0203 -2.0420 -1.4013
H 2.7144 2.5666 1.4157
H 1.9601 3.0090 -1.2371
H 2.5858 -1.8082 -2.4282
H 0.3673 2.4895 -1.7362
H -1.1675 -0.0345 2.4716
H 1.2310 -2.4348 -1.3313
H 1.9538 -1.9888 1.3679
H 0.5655 3.7504 -0.1507
H 3.7463 0.5540 -1.4438
*
```

---

# 4
Computed, not measured: C8H24O10SV as an isolated structure at a distorted geometry, with ωB97M-V/def2-TZVPD.

## Properties
E_LUMO   2.22 eV
Maximum force   3.7 eV Å⁻¹
DFT total energy   -65685.866 eV
HOMO-LUMO gap   0.2831 Ha
ΔE to the lowest compared entry with this formula, charge and spin   0.0000 eV

The geometry in ORCA input format:
```
! wB97M-V def2-TZVPD RIJCOSX def2/J DEFGRID3
* xyz -1 1
V 1.1863 -1.9290 -0.5627
S -1.5281 -1.4842 -0.3430
O 2.2153 -3.9879 -0.3069
O 1.5572 -1.5992 0.9829
O 0.6575 -2.9721 -2.5400
O -0.7382 -2.7231 -0.0183
O 0.3198 1.6236 -2.0698
O -2.4641 -1.7304 -1.4250
O -2.1418 -0.9531 0.8621
O 2.1775 -0.9718 -1.4489
O -0.4202 -0.5999 -0.8191
O -1.6993 0.7179 3.4455
C -1.7734 2.5706 -1.2792
C -1.1451 1.9502 3.0022
C 0.1857 3.9999 -2.0353
C 1.4711 -4.8638 0.5371
C -1.2562 3.0222 4.0919
C 0.2798 1.7845 2.5203
C 1.6522 -3.4490 -3.4348
C -0.2605 2.7018 -1.3438
H -1.3388 0.5528 4.3251
H 0.5603 -4.3499 0.8490
H 0.1289 0.7941 -1.5472
H -1.7824 2.3050 2.1881
H 1.3701 -3.1728 -4.4557
H -0.2971 4.0873 -3.0106
H -0.2108 -3.0358 -2.9516
H -2.2606 3.0261 4.5196
H -0.5494 2.8827 4.9178
H 0.4272 1.0129 1.7623
H 1.2628 4.1272 -2.1320
H -2.2000 2.4093 -2.2651
H 1.6991 -4.5454 -3.4761
H 0.9880 1.5348 3.3173
H 2.6061 -3.0184 -3.1494
H 2.8111 -4.5030 -0.8538
H 1.1547 -5.7894 0.0564
H 0.5848 2.7465 2.0921
H -1.0578 4.0194 3.6908
H -2.1763 3.5054 -0.8585
H 2.0000 -5.0623 1.4729
H -0.1409 4.8425 -1.4116
H -2.0631 1.8187 -0.5450
H 0.2087 2.7050 -0.3500
*
```

---

# 5
Computed, not measured: a 4-piece molecular cluster, C8H24O4 overall at a distorted geometry, with ωB97M-V/def2-TZVPD.

## Properties
E_LUMO   0.66 eV
Maximum force   3.2 eV Å⁻¹
DFT total energy   -16872.813 eV
HOMO-LUMO gap   0.3944 Ha
SMILES string   CCO.CCO.CCO.CCO
ΔE to the lowest compared entry with this formula, charge and spin   1.8967 eV

The geometry in ORCA input format:
```
! wB97M-V def2-TZVPD RIJCOSX def2/J DEFGRID3
* xyz 0 1
O 1.8237 2.3707 5.5872
O 2.7440 3.8791 -4.1330
O -5.7049 -4.8835 -2.6096
O 0.7496 -0.4714 -0.2564
C 2.1412 -1.7124 -1.6090
C -4.4086 -5.0655 -2.0622
C 1.6859 3.8092 7.4687
C 0.3319 3.2272 -4.4944
C 1.5958 3.9498 -4.9517
C -4.6668 -5.4528 -0.5991
C 1.2296 -1.7564 -0.3883
C 2.6325 2.9687 6.6109
H 1.3713 5.0085 -5.0811
H 0.4380 -2.5053 -0.4113
H 2.8136 -0.8553 -1.6452
H 1.2505 1.7451 6.0364
H 0.5482 -0.3688 0.6766
H -0.3914 3.2345 -5.3099
H -5.2676 -4.6609 -0.1518
H 3.4433 3.4615 6.0743
H 1.5195 -1.6193 -2.4994
H 0.5588 2.1680 -4.3738
H -3.6888 -4.2895 -2.3226
H 0.7371 3.3485 7.7438
H -5.2957 -6.3312 -0.4538
H 1.8750 3.5944 -5.9436
H -3.9475 -5.9678 -2.4640
H -0.1043 3.5979 -3.5668
H 2.5816 4.1922 -3.2402
H 2.1753 4.1369 8.3858
H 1.7837 -1.9256 0.5350
H 1.5034 4.6541 6.8047
H 3.1299 2.2409 7.2519
H -3.6880 -5.3829 -0.1246
H -6.1964 -5.6997 -2.7274
H 2.6963 -2.6389 -1.7563
*
```